Entry 1:
The following is a DFT calculation (wB97M-V/def2-TZVPD) of C45H124N4O19 as an isolated structure at a distorted geometry.

Kohn-Sham gap ... 0.281 hartree
2S+1 ... 1
F_max ... 10.09 eV/A

Last column: Löwdin charge in e.
Geometry (Å):
C (4.188, 5.525, 1.211)  -0.13
O (2.894, 5.905, 0.718)  -0.13
H (4.935, 6.313, 1.059)  0.07
H (4.072, 5.591, 2.294)  0.06
H (4.587, 4.599, 0.804)  0.08
H (2.701, 5.429, -0.095)  0.05
C (3.686, 2.817, 3.893)  -0.16
O (3.627, 4.061, 4.569)  -0.11
H (2.773, 2.231, 4.012)  0.06
H (4.061, 2.833, 2.867)  0.06
H (4.489, 2.305, 4.432)  0.09
H (2.883, 4.549, 4.202)  0.06
C (2.180, -1.674, 3.967)  -0.17
O (1.320, -2.559, 4.673)  -0.13
H (2.901, -1.183, 4.621)  0.09
H (2.673, -2.013, 3.056)  0.06
H (1.453, -0.965, 3.541)  0.05
H (0.956, -2.010, 5.380)  0.03
C (4.948, 2.709, -2.325)  -0.16
O (4.973, 2.147, -1.028)  -0.13
H (4.267, 2.086, -2.924)  0.05
H (4.513, 3.709, -2.375)  0.07
H (5.893, 2.508, -2.824)  0.09
H (4.058, 2.010, -0.756)  0.02
C (2.934, -4.675, -3.992)  -0.22
O (2.774, -3.420, -3.394)  -0.11
H (2.797, -5.453, -3.152)  -0.01
H (2.149, -4.872, -4.738)  0.11
H (3.815, -4.773, -4.627)  0.10
H (2.088, -3.407, -2.724)  0.04
C (-2.865, -4.301, -0.817)  -0.18
O (-2.797, -4.464, -2.218)  -0.09
H (-3.896, -4.376, -0.486)  0.07
H (-2.185, -4.990, -0.290)  -0.02
H (-2.515, -3.292, -0.559)  0.09
H (-1.923, -4.251, -2.572)  0.02
C (3.264, 1.220, -6.590)  -0.15
O (3.014, 2.301, -7.494)  -0.13
H (4.217, 0.810, -6.935)  0.07
H (3.401, 1.607, -5.585)  0.07
H (2.512, 0.435, -6.685)  0.06
H (3.135, 1.998, -8.396)  0.07
C (0.335, 0.725, 5.800)  -0.16
O (0.028, -0.563, 6.249)  -0.11
H (1.323, 1.069, 6.114)  0.09
H (0.270, 0.834, 4.716)  0.05
H (-0.412, 1.451, 6.132)  0.08
H (-0.289, -0.579, 7.154)  0.10
C (0.971, 5.008, -3.428)  -0.19
O (-0.060, 5.268, -4.333)  -0.08
H (1.895, 4.527, -3.778)  0.08
H (1.351, 5.831, -2.824)  0.08
H (0.787, 4.230, -2.674)  0.04
H (-0.236, 4.553, -4.948)  0.09
C (-3.901, 7.236, -0.689)  -0.03
C (-2.569, 6.496, -0.432)  -0.48
C (-2.335, 6.519, 1.102)  -0.12
C (-2.970, 5.357, 1.880)  -0.16
C (-2.736, 4.002, 1.188)  -0.13
C (-3.225, 3.970, -0.282)  -0.47
N (-2.576, 5.116, -0.967)  -0.13
O (-2.614, 5.021, -2.353)  0.00
C (-2.801, 2.618, -0.872)  -0.02
C (-4.760, 4.008, -0.236)  -0.03
C (-1.479, 7.354, -1.123)  -0.03
H (-4.680, 6.565, -0.321)  0.06
H (-4.107, 7.352, -1.754)  0.09
H (-4.028, 8.206, -0.211)  0.09
H (-1.277, 6.544, 1.373)  0.10
H (-2.752, 7.431, 1.531)  0.12
H (-4.017, 5.526, 2.136)  0.10
H (-2.482, 5.212, 2.847)  0.10
H (-3.258, 3.169, 1.662)  0.10
H (-1.666, 3.817, 1.278)  0.09
H (-3.390, 1.813, -0.439)  0.07
H (-2.932, 2.603, -1.955)  0.08
H (-1.743, 2.440, -0.658)  0.07
H (-5.175, 4.412, -1.161)  0.09
H (-5.199, 3.043, 0.015)  0.08
H (-5.137, 4.678, 0.541)  0.07
H (-1.459, 8.279, -0.543)  0.09
H (-1.867, 7.606, -2.113)  0.08
H (-0.440, 7.071, -1.291)  0.07
H (-1.722, 5.036, -2.729)  0.08
C (0.961, -7.736, -1.494)  -0.02
C (1.851, -6.500, -1.246)  -0.44
C (1.763, -5.443, -2.365)  -0.22
C (0.558, -4.533, -2.215)  -0.16
C (0.632, -3.854, -0.880)  -0.14
C (0.571, -4.845, 0.253)  -0.43
N (1.643, -5.845, 0.057)  -0.08
O (1.750, -6.726, 1.153)  0.00
C (0.830, -4.056, 1.541)  -0.01
C (-0.821, -5.506, 0.430)  -0.02
C (3.317, -7.000, -1.370)  -0.03
H (-0.049, -7.410, -1.765)  0.07
H (0.683, -8.307, -0.603)  0.08
H (1.345, -8.501, -2.166)  0.08
H (2.660, -4.853, -2.496)  0.07
H (1.625, -6.009, -3.289)  0.14
H (-0.411, -5.000, -2.385)  0.13
H (0.711, -3.810, -3.028)  0.04
H (-0.178, -3.142, -0.765)  0.06
H (1.516, -3.214, -0.835)  0.12
H (0.732, -4.645, 2.453)  0.09
H (1.864, -3.702, 1.544)  0.09
H (0.157, -3.203, 1.632)  0.07
H (-1.081, -6.228, -0.344)  0.10
H (-0.880, -6.008, 1.395)  0.11
H (-1.619, -4.751, 0.432)  0.02
H (4.081, -6.235, -1.231)  0.10
H (3.486, -7.444, -2.352)  0.09
H (3.481, -7.807, -0.652)  0.08
H (2.629, -6.601, 1.525)  0.11
C (2.123, -0.289, -2.486)  -0.01
C (0.979, 0.562, -1.949)  -0.46
C (-0.131, -0.475, -1.651)  -0.08
C (0.189, -1.374, -0.398)  -0.18
C (0.485, -0.544, 0.824)  -0.09
C (1.433, 0.669, 0.597)  -0.44
N (1.241, 1.278, -0.714)  -0.09
O (1.799, 2.547, -0.894)  -0.02
C (0.929, 1.719, 1.669)  -0.02
C (2.848, 0.343, 0.961)  -0.01
C (0.358, 1.485, -3.016)  -0.01
H (2.444, -1.274, -2.152)  0.07
H (3.054, 0.290, -2.406)  0.07
H (2.028, -0.402, -3.570)  0.08
H (-1.032, 0.109, -1.433)  0.11
H (-0.401, -1.137, -2.473)  0.10
H (1.042, -1.982, -0.685)  0.06
H (-0.604, -2.105, -0.264)  0.08
H (1.076, -1.221, 1.451)  0.08
H (-0.413, -0.411, 1.427)  0.10
H (0.888, 1.194, 2.628)  0.06
H (1.678, 2.511, 1.652)  0.08
H (-0.107, 2.026, 1.524)  0.08
H (2.905, -0.140, 1.941)  0.07
H (3.284, -0.319, 0.210)  0.10
H (3.529, 1.174, 1.164)  0.08
H (1.070, 2.165, -3.486)  0.07
H (-0.456, 2.093, -2.619)  0.07
H (-0.084, 0.886, -3.811)  0.07
H (1.103, 3.152, -0.600)  0.05
C (-4.507, -0.101, 4.788)  -0.01
C (-4.096, -0.443, 3.320)  -0.48
C (-2.547, -0.420, 3.217)  -0.12
C (-1.887, -1.728, 3.693)  -0.14
C (-2.457, -2.891, 2.877)  -0.13
C (-3.966, -3.020, 2.962)  -0.49
N (-4.672, -1.711, 2.895)  -0.13
O (-6.064, -1.757, 2.909)  0.00
C (-4.408, -3.941, 1.809)  -0.04
C (-4.411, -3.729, 4.231)  -0.04
C (-4.586, 0.609, 2.311)  -0.04
H (-5.443, 0.465, 4.753)  0.08
H (-3.818, 0.659, 5.164)  0.07
H (-4.615, -0.958, 5.445)  0.08
H (-2.146, -0.093, 2.255)  0.09
H (-2.116, 0.324, 3.894)  0.10
H (-2.217, -1.872, 4.725)  0.11
H (-0.799, -1.704, 3.698)  0.08
H (-2.078, -3.843, 3.263)  0.13
H (-2.137, -2.877, 1.831)  0.10
H (-3.878, -4.891, 1.812)  0.10
H (-5.485, -4.111, 1.805)  0.09
H (-4.146, -3.403, 0.896)  0.05
H (-4.162, -4.792, 4.240)  0.09
H (-3.970, -3.302, 5.138)  0.07
H (-5.483, -3.633, 4.408)  0.08
H (-5.672, 0.703, 2.209)  0.08
H (-4.186, 0.503, 1.306)  0.07
H (-4.410, 1.554, 2.841)  0.08
H (-6.306, -1.790, 1.977)  0.11
O (-0.139, 3.657, 4.209)  -0.04
H (0.134, 3.364, 3.332)  0.00
H (-0.030, 4.613, 4.224)  0.04
O (-0.148, -1.267, -5.232)  -0.04
H (0.462, -1.290, -5.977)  0.06
H (-0.856, -0.678, -5.516)  0.07
O (0.153, 4.768, -0.112)  -0.06
H (0.198, 5.306, 0.683)  0.04
H (-0.702, 5.011, -0.539)  0.02
O (6.063, -1.150, -2.471)  -0.06
H (5.247, -0.711, -2.216)  0.00
H (5.972, -1.297, -3.419)  0.00
O (4.430, -1.485, -5.043)  -0.05
H (4.646, -2.112, -5.740)  0.05
H (3.719, -1.916, -4.541)  0.01
O (-0.588, -3.538, -3.707)  -0.08
H (0.303, -3.742, -3.999)  0.04
H (-0.880, -2.833, -4.307)  0.06

Entry 2:
The following is a DFT calculation (wB97M-V/def2-TZVPD) of C20H33Cl2N4NdO3 as an isolated structure at a distorted geometry.

Kohn-Sham gap (spin up / spin down) ... 0.163 / 0.166 hartree
2S+1 ... 4
F_max ... 4.02 eV/A

Last column: Mulliken spin population.
Geometry (Å):
O (1.612, 1.762, -2.838)  0.00
C (1.742, 1.680, -4.051)  0.00
C (2.323, 2.739, -4.965)  0.00
C (2.853, 3.928, -4.418)  0.00
H (3.028, 3.992, -3.339)  0.00
C (3.099, 5.043, -5.238)  0.00
H (3.405, 5.992, -4.794)  0.00
C (2.895, 4.969, -6.621)  0.00
H (3.019, 5.841, -7.259)  0.00
C (2.574, 3.730, -7.187)  0.00
H (2.484, 3.640, -8.267)  0.00
C (2.308, 2.629, -6.367)  0.00
H (2.048, 1.670, -6.822)  0.00
H (1.388, 0.769, -4.581)  0.00
C (-2.977, 1.073, -2.215)  0.00
C (-2.681, 0.117, -1.148)  -0.05
H (-4.009, 1.036, -2.599)  0.00
H (-2.316, 0.850, -3.067)  0.00
H (-2.782, 2.111, -1.908)  0.00
C (-3.332, -0.874, -0.582)  0.01
C (-4.845, -1.044, -0.592)  0.00
H (-2.813, -1.686, -0.055)  -0.01
H (-5.307, -0.437, -1.383)  0.00
H (-5.309, -0.742, 0.363)  0.00
H (-5.120, -2.092, -0.764)  0.00
Nd (0.171, 0.323, -0.111)  3.06
Cl (-0.178, 2.894, -0.098)  -0.01
Cl (0.177, -1.122, -2.340)  -0.01
C (-1.856, 0.907, 2.796)  0.00
O (-1.036, 0.240, 2.091)  0.01
N (-2.581, 0.430, 3.815)  0.00
C (-2.287, -0.793, 4.568)  0.00
C (-3.792, 1.142, 4.199)  0.00
H (-2.045, 1.967, 2.572)  0.00
H (-1.489, -1.349, 4.060)  0.00
H (-3.210, -1.396, 4.627)  0.00
H (-1.985, -0.543, 5.603)  0.00
H (-3.977, 1.906, 3.440)  0.00
H (-3.699, 1.631, 5.179)  0.00
H (-4.645, 0.451, 4.252)  0.00
H (-0.002, -5.524, 1.216)  0.00
H (2.374, -5.602, 0.060)  0.00
C (-0.303, -4.856, 0.391)  0.00
C (1.924, -4.939, -0.693)  0.00
N (0.863, -4.133, -0.108)  0.00
H (-1.038, -4.125, 0.736)  0.00
C (1.006, -2.815, 0.026)  0.00
O (0.229, -2.062, 0.678)  0.00
H (2.687, -4.261, -1.077)  0.00
H (1.861, -2.385, -0.525)  0.00
H (-0.725, -5.479, -0.415)  0.00
H (1.550, -5.567, -1.510)  0.00
C (2.396, 1.020, 4.883)  0.00
N (2.566, -0.127, 3.978)  0.00
C (3.019, -1.396, 4.567)  0.00
C (2.242, -0.023, 2.714)  0.00
N (2.037, 0.124, 1.558)  0.00
H (2.666, 0.688, 5.891)  0.00
H (1.351, 1.358, 4.882)  0.00
H (3.050, 1.858, 4.605)  0.00
H (2.380, -1.638, 5.426)  0.00
H (2.967, -2.182, 3.811)  0.00
H (4.046, -1.316, 4.947)  0.00

Entry 3:
The following is a DFT calculation (wB97M-V/def2-TZVPD) of one molecule with the formula C19H20ClNO2 at a distorted geometry.

SMILES string ... COc1ccccc1C1CCN(C(=O)c2ccc(Cl)cc2)CC1
Kohn-Sham gap ... 0.332 hartree
2S+1 ... 1
F_max ... 13.78 eV/A

Last column: natural (NBO) charge in e.
Geometry (Å):
C (-5.375, -1.225, 0.673)  -0.25
O (-3.904, -0.795, 0.488)  -0.47
C (-3.665, 0.359, 0.142)  0.24
C (-4.614, 1.202, -0.312)  -0.30
C (-4.261, 2.559, -0.463)  -0.19
C (-2.946, 2.807, -0.379)  -0.23
C (-1.960, 1.970, -0.336)  -0.22
C (-2.399, 0.704, 0.060)  0.00
C (-1.334, -0.470, 0.486)  -0.22
C (-1.119, -1.103, -0.887)  -0.34
C (0.246, -2.231, -0.669)  -0.16
N (1.396, -1.111, -0.260)  -0.47
C (2.594, -1.744, -0.596)  0.65
O (2.701, -2.920, -0.679)  -0.60
C (3.806, -0.973, -0.196)  -0.11
C (4.687, -1.193, 0.788)  -0.17
C (5.948, -0.240, 0.820)  -0.25
C (5.988, 0.818, 0.201)  0.00
Cl (7.412, 1.937, 0.056)  -0.06
C (5.043, 1.094, -0.984)  -0.18
C (3.849, 0.402, -0.898)  -0.21
C (1.138, 0.281, 0.203)  -0.17
C (-0.052, 0.015, 1.265)  -0.35
H (-5.801, -0.626, 1.326)  0.17
H (-5.591, -2.196, 1.135)  0.21
H (-6.017, -1.167, -0.355)  0.20
H (-5.618, 1.097, 0.015)  0.21
H (-5.048, 3.531, -0.673)  0.23
H (-2.532, 3.962, -0.811)  0.18
H (-0.888, 2.207, 0.025)  0.22
H (-1.952, -0.912, 1.186)  0.23
H (-1.809, -1.634, -1.032)  0.16
H (-0.806, -0.495, -1.778)  0.21
H (0.435, -2.789, -1.454)  0.19
H (0.031, -2.795, 0.293)  0.19
H (4.595, -2.207, 1.309)  0.24
H (6.664, -0.573, 1.622)  0.24
H (5.184, 2.012, -1.346)  0.21
H (3.241, 0.665, -1.764)  0.22
H (0.809, 0.781, -0.472)  0.16
H (2.017, 0.520, 0.785)  0.23
H (0.180, -0.532, 1.944)  0.18
H (-0.272, 1.007, 1.522)  0.20

Entry 4:
The following is a DFT calculation (wB97M-V/def2-TZVPD) of an isolated ion of composition C7H12N2OP and charge +1 at a distorted geometry.

SMILES string ... C[C@H]1CP[C@@H]2CC(=O)N2C1=[NH2+]
Net charge ... +1
Kohn-Sham gap ... 0.342 hartree
2S+1 ... 1
F_max ... 5.23 eV/A

Last column: natural (NBO) charge in e.
Geometry (Å):
C (1.819, -1.065, -1.322)  -0.57
C (0.323, -1.082, -0.910)  -0.28
C (0.006, -1.979, 0.332)  -0.73
P (-0.879, -1.220, 1.740)  0.64
C (-0.044, 0.417, 1.681)  -0.28
C (-0.756, 1.603, 2.105)  -0.57
C (-0.776, 2.199, 0.728)  0.74
O (-1.223, 3.108, 0.109)  -0.47
N (-0.085, 1.077, 0.114)  -0.46
C (-0.136, 0.396, -0.985)  0.60
N (-0.429, 0.900, -2.156)  -0.70
H (2.155, -1.900, -1.824)  0.24
H (2.443, -1.007, -0.396)  0.22
H (1.782, -0.176, -2.046)  0.22
H (-0.129, -1.501, -1.748)  0.23
H (-0.505, -2.921, 0.237)  0.28
H (0.959, -2.400, 0.892)  0.27
H (-2.131, -0.722, 1.374)  -0.04
H (1.023, 0.267, 2.058)  0.26
H (-0.340, 2.302, 2.847)  0.29
H (-1.792, 1.383, 2.343)  0.27
H (-0.668, 0.391, -2.906)  0.42
H (-0.617, 1.929, -2.267)  0.45